This record from the Open Molecules 2025 dataset describes C32H21ClN5O3RuSTe as an isolated structure. The level of theory is the ωB97M-V functional and the def2-TZVPD basis.

Summary:
⟨S²⟩	8.851
relative energy (zero: lowest compared OMol25 entry of this formula, charge and spin)	0.2	kcal per mole
spin multiplicity	6
charge	0
LUMO (alpha / beta)	-0.0059 / -0.0910	hartree
HOMO-LUMO gap (alpha / beta)	0.178 / 0.177	hartree
HOMO energy (alpha / beta)	-5.0 / -7.3	eV
electronic energy	-2952.8135	Eh

Each line ends with the Mulliken charge.
Element x y z (Å)
Ru -0.370 0.527 0.271  -0.846
Cl 5.931 0.965 3.690  -0.250
C 4.334 0.594 3.089  0.267
C 3.878 -0.719 3.126  -0.713
C 2.609 -0.991 2.648  -0.365
C 1.784 0.003 2.122  0.410
O 0.553 -0.348 1.746  -0.586
C 2.258 1.344 2.074  0.684
C 1.518 2.454 1.562  -0.677
N 0.391 2.344 0.845  1.177
C -0.269 3.419 0.327  0.197
C -0.060 4.768 0.646  -1.049
C -0.778 5.766 -0.014  -0.755
C -1.700 5.484 -0.998  -1.052
C -1.943 4.137 -1.355  0.460
C -2.851 3.737 -2.356  -0.618
C -3.015 2.406 -2.649  -1.058
C -2.283 1.454 -1.938  -0.203
N -1.427 1.799 -0.987  0.687
C -1.235 3.113 -0.684  0.742
C 3.549 1.600 2.583  -1.340
H 4.505 -1.504 3.525  0.407
H 2.215 -1.999 2.674  0.458
H 1.954 3.439 1.688  0.117
H 0.643 5.043 1.419  0.424
H -0.599 6.798 0.263  0.381
H -2.241 6.273 -1.503  0.395
H -3.413 4.494 -2.889  0.418
H -3.703 2.079 -3.416  0.426
H -2.389 0.395 -2.132  0.474
H 3.927 2.615 2.565  0.410
O -2.980 -2.606 -0.290  -0.973
C -2.317 -1.591 0.022  0.536
N -1.124 -1.208 -0.446  0.626
C -0.278 -1.863 -1.316  0.412
O -0.413 -3.077 -1.744  -0.953
C 0.877 -1.102 -1.715  0.572
C 1.786 -1.586 -2.672  -1.197
C 2.881 -0.828 -3.009  -0.421
C 3.086 0.413 -2.395  -1.026
C 2.163 0.838 -1.463  -0.244
N 1.095 0.117 -1.127  0.590
C -2.866 -0.643 1.048  0.312
C -4.097 -0.872 1.639  -0.937
C -4.563 0.020 2.589  -0.337
C -3.787 1.120 2.926  -0.882
C -2.567 1.289 2.294  -0.276
N -2.122 0.432 1.380  0.762
H 1.593 -2.546 -3.126  0.570
H 3.583 -1.192 -3.748  0.426
H 3.940 1.030 -2.632  0.443
H 2.270 1.782 -0.944  0.468
H -4.656 -1.746 1.337  0.540
H -5.521 -0.139 3.065  0.421
H -4.114 1.838 3.664  0.435
H -1.915 2.126 2.513  0.490
Te -1.570 -4.821 -0.540  0.697
C 0.069 -5.930 -1.104  0.203
C 0.218 -7.288 -0.903  -0.509
C 1.451 -7.783 -1.374  -0.527
C 2.222 -6.792 -1.917  -0.417
S 1.463 -5.271 -1.872  0.046
H -0.539 -7.898 -0.430  0.362
H 1.757 -8.817 -1.312  0.381
H 3.207 -6.896 -2.345  0.385